# C5H14N2O

A 2-piece molecular cluster, C5H14N2O overall at a distorted geometry (the ωB97M-V functional and the def2-TZVPD basis, the Open Molecules 2025 dataset).

max |F|: 1.11 eV/Å
⟨S²⟩: 0.753
ΔE to the lowest compared entry with this formula, charge and spin: 1.0049 eV
E: -10437.438 eV
orbital gap (spin up / spin down): 2.56 / 7.60 eV
2S+1: 2
net charge: -1

Each line ends with the Mulliken charge.
Positions of all 22 atoms, in Å:
C: 1.342 -0.456 -1.310  -0.64
C: 1.862 0.675 -0.397  -1.00
C: 0.806 1.666 0.159  -2.24
N: -1.849 -0.422 1.943  -1.09
C: -0.600 0.120 1.525  -0.26
C: -0.512 1.034 0.512  -0.18
N: 0.219 -0.143 -2.233  -0.93
H: 1.069 -1.348 -0.740  0.20
H: 2.166 -0.775 -1.958  0.40
H: 2.566 1.252 -0.983  0.64
H: 2.358 0.182 0.444  0.47
H: 1.255 2.099 1.075  0.99
H: 0.638 2.394 -0.639  0.47
H: -2.601 0.220 1.762  0.38
H: -1.908 -0.790 2.890  0.34
H: 0.304 -0.298 1.974  0.26
H: -1.405 1.418 0.020  0.21
H: -0.629 -0.466 -1.762  0.44
H: 0.079 0.864 -2.184  0.46
H: -1.723 -1.769 0.462  0.41
H: -1.385 -3.072 -0.323  0.38
O: -2.052 -2.387 -0.239  -0.73

Cartesian forces, eV/Å:
C -0.1037 -0.1626 -0.5332
C -0.7745 -0.4699 -0.0519
C -0.3742 -0.9923 -0.3175
N 0.3902 -0.7116 -0.0617
C 0.2854 0.0267 -0.3375
C 0.2714 0.0755 0.4703
N -0.2129 0.2691 0.6107
H -0.1126 0.1690 0.1687
H 0.1910 -0.0108 0.1936
H 0.5561 0.2074 0.0995
H 0.2903 0.2133 -0.0734
H 0.1205 0.4482 -0.2271
H 0.0502 0.3932 0.3563
H -0.5667 0.4175 0.0875
H 0.1748 0.2661 -0.1610
H -0.3007 0.1183 0.0856
H -0.0194 -0.1713 0.1076
H 0.1285 -0.0908 -0.1637
H 0.1394 -0.0231 -0.2741
H -0.4351 -0.3761 -0.3072
H 0.1375 0.0442 0.0308
O 0.1647 0.3599 0.2976

# C5H14N2O

C5H14N2O in the gas phase at a distorted geometry (the ωB97M-V functional and the def2-TZVPD basis, the Open Molecules 2025 dataset).

max |F|: 2.66 eV/Å
ΔE to the lowest compared entry with this formula, charge and spin: 1.1383 eV
E: -10439.890 eV
orbital gap: 9.92 eV
net charge: 0
SMILES: CC(C)(N)C[C@@H](N)O

Each line ends with the Mulliken charge.
Positions of all 22 atoms, in Å:
C: -0.711 0.242 -0.265  1.62
C: 1.443 -1.171 0.496  0.07
C: 0.584 -0.627 -0.635  -1.19
C: -1.595 0.403 -1.512  -1.81
C: -0.315 1.635 0.240  -1.68
N: -1.516 -0.431 0.772  -0.66
N: 2.674 -0.317 0.519  -0.67
O: 0.915 -1.172 1.784  -0.58
H: -0.047 -0.963 1.702  0.47
H: 1.760 -2.189 0.248  0.31
H: -2.054 -1.204 0.373  0.23
H: -2.217 0.211 1.147  0.28
H: 2.439 0.556 0.986  0.24
H: 3.354 -0.767 1.130  0.27
H: 1.163 -0.045 -1.364  0.38
H: 0.237 -1.498 -1.208  0.38
H: -1.911 -0.573 -1.899  0.41
H: -1.059 0.920 -2.315  0.39
H: -2.501 0.984 -1.297  0.39
H: -1.197 2.264 0.420  0.44
H: 0.302 2.160 -0.496  0.36
H: 0.252 1.582 1.175  0.36

Cartesian forces, eV/Å:
C 0.2890 -0.1863 -0.6367
C 2.2107 1.4743 0.0519
C -2.2285 0.1584 -0.3634
C 0.3451 0.0711 -0.3616
C 0.1664 0.0070 0.1509
N -0.2730 -0.1711 0.3595
N -0.0061 -0.9200 -0.0262
O -1.2563 -0.0279 0.1725
H 0.2266 -0.1656 0.2145
H 0.1279 0.0945 -0.0955
H 0.3453 0.1822 0.0550
H 0.3226 -0.1017 -0.1014
H -0.1128 -0.0608 -0.0711
H -0.1231 0.1022 -0.0783
H 0.0962 -0.1160 0.4893
H -0.2608 0.1600 0.0584
H 0.0826 0.0839 0.0714
H -0.0471 -0.0696 0.0333
H 0.2090 -0.0676 0.1271
H 0.0411 -0.1894 -0.0182
H -0.0790 -0.1831 0.0525
H -0.0761 -0.0745 -0.0839

# C5H14N2O

A 2-piece molecular cluster, C5H14N2O overall (the ωB97M-V functional and the def2-TZVPD basis, the Open Molecules 2025 dataset).

max |F|: 0.52 eV/Å
ΔE to the lowest compared entry with this formula, charge and spin: 1.5303 eV
E: -10439.498 eV
orbital gap: 10.67 eV
net charge: 0
SMILES: CCCC/N=C\N.O

Each line ends with the Mulliken charge.
Positions of all 22 atoms, in Å:
C: -2.738 0.182 -1.549  -1.30
C: -1.611 0.662 -0.651  -0.04
C: -0.236 0.435 -1.267  -0.53
C: 0.926 0.827 -0.358  -0.87
N: 3.342 -0.332 0.568  -0.57
C: 2.060 -0.567 1.182  -0.14
N: 0.974 -0.068 0.804  -0.35
H: -3.715 0.389 -1.120  0.36
H: -2.701 0.654 -2.529  0.33
H: -2.684 -0.900 -1.694  0.33
H: -1.728 1.724 -0.421  0.26
H: -1.647 0.143 0.306  0.06
H: -0.142 1.013 -2.188  0.35
H: -0.113 -0.620 -1.531  0.29
H: 0.776 1.831 0.036  0.32
H: 1.867 0.785 -0.907  0.45
H: 3.768 -1.236 0.354  0.24
H: 3.969 0.057 1.271  0.25
H: 2.061 -1.236 2.044  0.35
H: -1.466 -1.229 2.992  0.34
H: -0.328 -0.931 1.996  0.54
O: -0.634 -1.581 2.663  -0.68

Cartesian forces, eV/Å:
C -0.0822 -0.1926 0.0378
C 0.2004 0.0060 0.0332
C 0.1231 0.0683 0.1582
C 0.0105 -0.4723 0.1383
N 0.1936 -0.2707 0.0827
C 0.5028 -0.1336 0.0216
N -0.2210 0.1867 -0.1181
H -0.1055 0.0859 0.0806
H 0.0399 0.0572 -0.1016
H 0.0661 0.0221 -0.0506
H -0.0224 0.0604 -0.0520
H -0.0910 -0.0778 0.0879
H -0.0461 -0.0093 -0.1128
H -0.0655 0.0200 -0.0625
H 0.0049 0.1617 -0.0592
H -0.0138 0.1739 0.0095
H -0.1819 0.1818 -0.0347
H -0.0962 0.1388 -0.0684
H -0.2462 0.0000 0.0138
H 0.0388 -0.0406 0.0185
H 0.0374 -0.1794 0.1292
O -0.0458 0.2136 -0.1516

# C5H14N2O

A 2-piece molecular cluster, C5H14N2O overall at a distorted geometry (the ωB97M-V functional and the def2-TZVPD basis, the Open Molecules 2025 dataset).

max |F|: 2.71 eV/Å
ΔE to the lowest compared entry with this formula, charge and spin: 3.3643 eV
E: -10437.664 eV
orbital gap: 8.99 eV
net charge: 0
SMILES: C[C@H](N)O.C=C(C)N

Each line ends with the Mulliken charge.
Positions of all 22 atoms, in Å:
C: -1.223 -0.054 -0.401  1.09
C: -1.395 1.268 -1.113  -1.51
C: -1.660 -0.240 0.910  -1.23
N: -1.121 -1.200 -1.242  -0.54
H: 0.364 0.100 -0.103  -0.78
H: -1.787 -1.928 -1.024  0.20
H: -1.152 -0.994 -2.231  0.21
H: -2.042 0.621 1.439  0.36
H: -1.256 2.094 -0.418  0.38
H: -0.668 1.371 -1.920  0.38
H: -2.396 1.344 -1.549  0.36
H: -0.254 -0.537 1.673  0.34
H: -2.121 -1.183 1.181  0.32
C: 2.367 0.918 0.315  -1.39
C: 1.396 -0.234 0.483  1.47
O: 1.843 -1.366 -0.233  -0.61
N: 0.934 -0.425 1.777  -0.69
H: 1.049 -1.835 -0.541  0.37
H: 1.285 -1.304 2.148  0.29
H: 1.997 1.791 0.848  0.32
H: 2.508 1.155 -0.738  0.31
H: 3.331 0.637 0.741  0.35

Cartesian forces, eV/Å:
C -2.2304 -0.8282 0.8380
C 0.6579 -0.0101 0.1261
C -0.5473 0.3114 -1.6490
N 0.1371 0.2778 0.0700
H 2.0188 -0.0481 0.8489
H 0.1065 0.0442 0.1156
H 0.0976 0.0696 0.0881
H 0.2282 0.0799 0.1112
H -0.0049 0.0040 -0.0211
H 0.0236 0.0745 -0.0236
H 0.0414 -0.1574 0.1007
H 2.6693 0.3008 0.3414
H 0.3006 -0.1589 0.0913
C 0.1622 -0.2712 -0.0213
C -1.7384 1.0940 -1.7732
O 0.0837 -0.2832 0.0975
N -2.1381 -0.6862 0.5815
H 0.1771 0.1233 0.0622
H -0.1270 0.0208 0.0211
H -0.0215 -0.0207 0.0005
H 0.0284 0.0120 -0.0233
H 0.0752 0.0516 0.0174

- Among the records above, which one has the highest max |F|?
  number 4

- Which of these has the lowest net charge?
  number 1